The following is a quantum chemistry calculation of an isolated molecule of C14H15Cl2FN6O at a distorted geometry, from the OMol25 dataset.

Last column: natural (NBO) charge in e.
Element x y z (Å)
Cl 2.126 -6.358 -1.962  0.0316
Cl 2.387 -3.576 -0.500  0.0338
F -2.311 -4.824 -3.915  -0.3274
O 0.779 2.234 4.345  -0.7260
N 0.265 2.202 0.097  -0.4303
N 1.242 -0.901 -1.405  -0.0920
N 0.220 4.026 2.334  -0.6516
N -2.248 -1.466 -0.605  -0.7836
N 1.256 0.339 -0.945  -0.3313
N -1.058 0.318 -0.326  -0.5212
C 0.018 -2.925 -1.856  -0.0494
C 1.200 1.819 3.049  -0.0712
C -1.024 -0.921 -0.799  0.4141
C 0.130 0.905 -0.456  0.5543
C -0.221 -5.486 -2.927  -0.2946
C -1.063 3.474 1.797  -0.2407
C 1.011 -3.880 -1.590  -0.0307
C 0.089 -1.556 -1.329  -0.0126
C -0.939 3.050 0.305  -0.2327
C 1.496 2.691 0.714  -0.2307
C -1.157 -4.496 -3.236  0.4168
C 0.889 -5.137 -2.175  -0.0257
C 1.371 3.095 2.182  -0.0870
C -1.075 -3.207 -2.739  -0.2731
H -0.331 -6.481 -3.316  0.2520
H 0.237 3.013 4.219  0.4811
H -2.733 -0.828 -0.012  0.4055
H 2.295 3.577 2.464  0.2126
H 2.251 1.941 0.560  0.2404
H -2.283 -2.466 -0.426  0.3958
H 1.798 3.563 0.108  0.1854
H 2.092 1.235 3.139  0.1891
H -1.857 2.598 -0.048  0.2326
H 0.450 4.914 1.856  0.3699
H -1.836 4.246 1.843  0.2079
H 0.470 1.176 2.586  0.1545
H -1.758 -2.447 -3.058  0.2509
H -0.772 3.935 -0.346  0.1822
H -1.405 2.606 2.374  0.2013

Calculated values
**SMILES**: Nc1nc(N2CCN[C@@H](CO)C2)nnc1-c1cc(F)cc(Cl)c1Cl
**Kohn-Sham gap**: 8.24 eV
**HOMO**: -8.335 eV
**Strongest force on any atom**: 2.48 eV/Å
**LUMO energy**: -0.10 eV



The following is a quantum chemistry calculation of an isolated molecule of C5H10S at a distorted geometry, from the OMol25 dataset.

Last column: natural (NBO) charge in e.
Element x y z (Å)
S 0.135 -1.831 -0.044  0.1354
C 1.477 0.661 -0.130  -0.4099
C 1.740 -0.846 0.111  -0.5017
C -0.007 0.885 0.129  -0.4126
C -0.822 -0.267 -0.365  -0.2963
C -2.187 -0.290 0.125  -0.6155
H 2.621 -1.244 -0.412  0.2196
H 2.103 -1.016 1.119  0.2038
H -0.848 -0.144 -1.470  0.1973
H -0.168 0.941 1.204  0.1988
H -2.817 -1.140 -0.217  0.2220
H 2.230 1.222 0.439  0.2223
H -2.685 0.634 -0.180  0.2119
H -2.171 -0.278 1.200  0.2079
H 1.742 0.921 -1.171  0.2006
H -0.344 1.793 -0.339  0.2165

Calculated values
**SMILES**: C[C@H]1CCCS1
**Kohn-Sham gap**: 9.47 eV
**HOMO**: -8.398 eV
**Strongest force on any atom**: 3.30 eV/Å
**LUMO energy**: 1.07 eV
**Energy relative to the best compared isomer or geometry (same formula, charge and spin)**: 5.6 kcal/mol



The following is a quantum chemistry calculation of an isolated molecule of C5H8O2 at a distorted geometry, from the OMol25 dataset.

Last column: natural (NBO) charge in e.
Element x y z (Å)
O 1.409 1.008 0.292  -0.7875
O -1.377 0.750 -1.141  -0.4522
C -0.211 0.313 -1.526  0.4954
C -1.093 0.740 0.304  -0.1500
C 0.140 -0.952 -0.868  -0.5114
C 1.032 0.019 1.161  -0.0640
C -0.284 -0.560 0.569  -0.2553
H -1.982 1.046 0.829  0.2098
H 1.200 -1.175 -0.973  0.2591
H -0.476 -1.755 -1.296  0.2486
H 0.802 0.352 2.203  0.1528
H 0.270 0.894 -2.298  0.2179
H -0.799 -1.343 1.134  0.2203
H 1.774 -0.796 1.255  0.1483
H -0.252 1.468 0.344  0.2682

Calculated values
**Kohn-Sham gap (alpha / beta)**: 7.52 / 7.52 eV
**HOMO (alpha / beta)**: -8.202 / -8.203 eV
**Strongest force on any atom**: 1.19 eV/Å
**LUMO energy (alpha / beta)**: -0.69 / -0.68 eV
**Energy relative to the best compared isomer or geometry (same formula, charge and spin)**: 106.9 kcal/mol



The following is a quantum chemistry calculation of an isolated molecule of C3H6N2OS at a distorted geometry, from the OMol25 dataset.

Last column: natural (NBO) charge in e.
Element x y z (Å)
S 1.895 -0.550 -0.736  0.4085
O -1.030 0.368 -0.999  -0.3752
N -1.303 -0.964 -0.537  -0.3234
N 0.977 -1.625 0.164  -0.6756
C -0.332 1.109 0.031  -0.0984
C 1.216 0.944 0.110  -0.5908
C -0.296 -1.698 0.055  0.2768
H 1.609 1.119 1.111  0.2257
H -2.231 -1.039 -0.239  0.3839
H 1.645 1.820 -0.368  0.2183
H -0.805 -2.502 0.425  0.1673
H -0.481 2.257 -0.018  0.2093
H -0.864 0.760 0.999  0.1737

Calculated values
**SMILES**: C1=NSCCON1
**Kohn-Sham gap**: 8.90 eV
**HOMO**: -8.119 eV
**Strongest force on any atom**: 3.96 eV/Å
**LUMO energy**: 0.78 eV
**Energy relative to the best compared isomer or geometry (same formula, charge and spin)**: 105.7 kcal/mol



The following is a quantum chemistry calculation of an isolated molecule of C15H20N4O4S2 at a distorted geometry, from the OMol25 dataset.

Last column: natural (NBO) charge in e.
Element x y z (Å)
S 2.403 1.409 0.026  0.3596
S 0.249 3.164 1.253  2.3309
O -2.839 -1.649 -1.580  -0.4922
O 3.862 -3.156 -1.040  -0.5640
O 1.276 4.158 1.266  -0.9280
O -0.676 3.125 2.333  -0.8982
N 1.226 -0.618 1.079  -0.3350
N -0.534 3.232 -0.219  -0.6951
N 3.043 -1.215 -0.320  -0.6373
N 0.570 0.442 1.511  -0.1903
C -2.019 1.409 0.305  -0.2122
C 2.005 -3.311 0.477  -0.5191
C 3.030 -2.614 -0.359  0.7130
C -2.597 0.186 0.016  -0.2822
C -1.140 4.775 -2.019  -0.6137
C 2.210 -0.338 0.285  0.2638
C -2.339 -0.443 -1.198  0.3024
C 1.439 -4.082 2.805  -0.6015
C -0.010 4.140 -1.218  -0.2216
C -3.681 -2.338 -0.686  -0.2529
C 1.033 1.561 1.097  -0.2983
C -0.916 1.404 -1.821  -0.2602
C -1.165 2.028 -0.600  0.1656
C -1.500 0.190 -2.115  -0.2402
C 2.480 -3.390 1.936  -0.3799
H 0.536 4.904 -0.663  0.2446
H 1.881 -4.321 0.083  0.2322
H 0.510 -3.518 2.796  0.2096
H 1.241 -5.087 2.442  0.2012
H -3.945 -3.267 -1.189  0.2017
H -4.593 -1.771 -0.473  0.1771
H -3.167 -2.567 0.253  0.1781
H -1.308 -0.298 -3.058  0.2257
H 3.777 -0.810 -0.891  0.4223
H -3.244 -0.264 0.751  0.2233
H -0.262 1.855 -2.550  0.2179
H -0.729 5.493 -2.724  0.2177
H -1.695 4.017 -2.567  0.2117
H -2.209 1.882 1.253  0.2491
H 2.649 -2.381 2.314  0.2087
H 0.702 3.637 -1.886  0.1780
H 1.058 -2.774 0.439  0.2509
H 1.791 -4.150 3.831  0.2132
H 3.423 -3.937 1.976  0.2049
H -1.825 5.287 -1.350  0.2185

Calculated values
**SMILES**: CCCC(=O)Nc1nnc(S(=O)(=O)N(CC)c2ccc(OC)cc2)s1
**Kohn-Sham gap**: 8.40 eV
**HOMO**: -8.385 eV
**Strongest force on any atom**: 1.75 eV/Å
**LUMO energy**: 0.01 eV
**Energy relative to the best compared isomer or geometry (same formula, charge and spin)**: 13.3 kcal/mol



The following is a quantum chemistry calculation of a structure of composition C54H58N4O2P3Tl at a distorted geometry, from the OMol25 dataset.

Last column: Löwdin charge in e.
Element x y z (Å)
Tl -0.927 -1.074 -3.735  0.9817
P 7.374 0.744 -2.161  0.7837
P -2.830 -0.001 2.069  1.0569
P 0.321 -1.323 3.254  1.0326
O 1.211 0.881 -2.309  -0.2053
O -0.945 -0.600 -0.932  -0.2649
N -2.432 1.931 -10.122  0.1600
N -1.541 0.223 4.577  -0.1795
N -3.174 0.278 -5.088  -0.0138
N 1.011 3.315 -3.254  0.0906
C -2.910 2.448 0.872  -0.1033
C -3.393 1.192 0.945  -0.4710
C 3.156 0.209 6.400  -0.0989
C -6.012 0.142 4.567  -0.0780
C -2.606 1.467 -5.327  -0.1386
C -0.418 2.766 7.090  -0.1085
C 2.282 -2.619 -6.662  -0.1018
C 1.874 -3.491 2.663  -0.0941
C 0.294 -3.338 -5.452  -0.4805
C -3.299 3.305 -0.202  -0.0725
C -2.692 1.657 -9.012  -0.1531
C 2.856 1.004 5.325  -0.1100
C -1.165 0.771 8.225  -0.0674
C 2.055 0.537 4.298  -0.0921
C -2.860 1.157 -7.650  -0.2562
C -1.179 -1.179 4.368  -0.3523
C 2.397 -4.084 -4.651  -0.0971
C 6.687 1.249 -3.805  -0.3262
C 1.595 -1.479 5.603  -0.0997
C -2.056 1.011 3.451  -0.3273
C 1.048 -3.940 -4.432  -0.0909
C 0.740 4.515 -3.796  -0.1278
C 1.433 -0.707 4.462  -0.4520
C -2.429 1.941 -6.649  -0.0185
C -3.769 -0.368 -6.088  -0.1324
C 3.013 -3.349 -5.704  -0.1350
C -5.041 0.475 3.624  -0.0863
C 2.158 2.671 -3.664  -0.2304
C 2.471 -1.016 6.610  -0.0563
C -0.475 2.053 8.252  -0.1016
C -5.158 1.864 -0.643  -0.0692
C 6.145 -0.578 -1.855  -0.3608
C 6.583 2.087 -1.137  -0.3280
C 0.143 -5.596 3.328  -0.0672
C 0.557 -3.146 3.281  -0.3714
C -0.888 2.250 5.859  -0.0226
C -4.374 -0.599 2.958  -0.3537
C 2.170 -4.797 2.318  -0.1240
C -5.484 -2.198 4.421  -0.0824
C 2.382 1.320 -3.105  -0.1445
C 1.659 5.299 -4.529  -0.0516
C 0.910 -2.680 -6.499  -0.1022
C -6.110 -1.156 5.034  -0.1136
C -4.579 0.867 0.219  -0.0563
C 2.885 4.693 -4.888  -0.0577
C -0.218 -4.225 3.715  -0.0709
C -4.433 3.005 -0.929  -0.1254
C 1.340 -5.847 2.678  -0.1149
C -1.569 0.242 7.001  -0.0434
C -1.351 0.925 5.770  -0.2425
C -4.710 -1.876 3.304  -0.1335
C -3.649 0.031 -7.439  0.0102
C -1.061 -3.179 -5.248  -0.2826
C 3.084 3.359 -4.494  -0.0174
H 0.284 -1.953 -7.033  0.1053
H -2.227 2.006 -4.446  0.1097
H 1.641 -6.922 2.473  0.1243
H 3.338 2.002 5.367  0.1147
H 0.602 1.647 -2.349  0.0490
H -6.648 0.879 5.063  0.1083
H -3.976 -0.689 -8.279  0.1569
H 3.684 5.254 -5.343  0.1020
H 1.050 -2.457 5.753  0.1246
H -6.929 -1.354 5.664  0.0893
H -1.203 1.602 3.125  0.0759
H 3.173 1.343 -2.393  0.0987
H 6.431 -1.376 -1.088  0.0463
H -6.162 1.722 -1.022  0.0976
H -2.213 2.832 1.616  0.0967
H -0.527 -6.389 3.470  0.0745
H -2.828 1.694 3.767  0.0716
H -0.754 -1.534 -0.540  0.0861
H -2.010 2.917 -6.807  0.1205
H -0.187 2.443 9.214  0.0877
H 4.003 2.850 -4.860  0.1149
H -1.385 0.245 9.180  0.1050
H -0.059 -0.135 -1.072  0.0173
H 2.812 -1.977 -7.383  0.1031
H 0.063 3.723 7.084  0.0935
H -2.134 -0.691 6.961  0.1105
H -1.656 -2.580 -5.935  0.0020
H -2.019 -1.901 4.182  0.0807
H 6.084 -1.234 -2.781  0.0493
H -5.535 -3.318 4.666  0.1349
H -4.401 -1.207 -5.852  0.1126
H -4.987 -0.146 0.322  0.1048
H -1.642 -3.853 -4.609  0.0317
H 3.109 -4.581 -4.022  0.0869
H 7.073 2.030 -0.153  0.0251
H -0.805 2.852 4.970  0.0949
H 5.766 0.738 -3.962  0.0054
H 5.509 1.913 -0.974  0.0198
H -1.038 -4.078 4.381  0.0796
H 7.481 1.052 -4.560  0.0353
H -4.191 -2.647 2.767  0.0942
H -0.225 4.813 -3.500  0.0877
H -4.785 3.667 -1.701  0.0961
H 6.626 3.080 -1.569  0.0219
H -4.842 1.536 3.394  0.1107
H 0.517 -4.371 -3.595  0.1049
H 4.083 -3.380 -5.836  0.0736
H 3.991 0.437 7.098  0.1134
H 2.504 -1.408 7.634  0.1047
H 5.169 -0.135 -1.532  0.0255
H 1.405 6.356 -4.695  0.1056
H 6.662 2.325 -3.789  0.0107
H 2.485 0.588 -3.956  0.1465
H -0.866 -1.447 5.397  0.0695
H 2.554 -2.641 2.292  0.1186
H -2.891 4.325 -0.389  0.1113
H 3.047 -5.006 1.741  0.0936
H 1.889 1.102 3.365  0.1079

Calculated values
**Kohn-Sham gap**: 5.11 eV
**HOMO**: -5.472 eV
**Strongest force on any atom**: 3.74 eV/Å
**LUMO energy**: -0.36 eV
**Energy relative to the best compared isomer or geometry (same formula, charge and spin)**: 0.0 kcal/mol